Molecular formula: C18H18N8O2PPdS4Se
Method: DFT, the ωB97M-V functional and the def2-TZVPD basis

XYZ file:
```
53
Properties=species:S:1:pos:R:3:nbo_charge:R:1
Pd -0.2573 -0.9776 -0.2811 0.614
S -0.0685 1.5207 -0.5201 -0.006
C -0.2544 1.9661 1.1233 -0.328
C -0.6316 3.3116 1.3010 0.231
N -1.0166 4.3913 1.3471 -0.260
C -0.0816 1.1270 2.2174 -0.298
S 0.2861 -0.5400 2.1415 -0.016
C -0.2101 1.6640 3.5144 0.221
N -0.3385 2.0774 4.5756 -0.243
S 0.3896 -3.4427 0.0179 -0.023
C 0.5835 -3.4390 -1.7048 -0.237
S -0.2030 -2.1953 -2.5744 0.050
C 1.4259 -4.3560 -2.3264 -0.433
C 2.3271 -5.0403 -1.5106 0.405
N 3.1233 -5.3905 -0.7522 -0.426
C 1.6641 -4.2996 -3.7091 0.288
N 1.8736 -4.1914 -4.8328 -0.292
N 3.4024 -3.1862 0.8871 -0.761
C 4.0474 -1.8936 0.5911 -0.591
P 3.3380 -1.4367 -1.0850 2.147
O 3.3929 -2.6141 -1.9740 -1.143
O 2.0377 -0.7282 -0.8608 -1.191
C 4.3471 -0.1317 -2.0159 -0.579
N 3.4222 -0.0254 -3.1676 -0.697
H 2.3443 -3.0925 0.7826 0.445
H 3.6269 -3.5333 1.8235 0.435
H 3.6405 -3.9413 0.1769 0.486
H 5.1304 -1.9904 0.5860 0.246
H 3.7472 -1.1492 1.3299 0.251
H 5.3098 -0.5216 -2.3388 0.247
H 4.4604 0.8251 -1.5152 0.243
H 3.7104 0.6049 -3.9221 0.443
H 2.4937 0.2496 -2.7905 0.468
H 3.2951 -0.9946 -3.5212 0.474
C -3.2487 1.6101 -1.5109 -0.422
N -3.3937 1.3850 -0.0969 -0.319
C -3.1388 0.2388 0.5623 0.235
Se -2.6877 -1.4139 -0.1772 0.222
N -3.3274 0.4437 1.8844 -0.509
C -3.7057 1.7514 2.0961 0.170
C -3.9944 2.4649 3.2500 -0.230
C -4.3372 3.7929 3.0825 -0.170
C -4.4148 4.3840 1.8194 -0.170
C -4.1220 3.6798 0.6681 -0.200
C -3.7541 2.3508 0.8239 0.098
H -2.6621 0.7962 -1.9457 0.246
H -2.7238 2.5530 -1.6773 0.240
H -4.2241 1.6503 -2.0005 0.230
H -3.2216 -0.2710 2.5898 0.456
H -3.9539 2.0122 4.2278 0.243
H -4.5680 4.3871 3.9514 0.237
H -4.6982 5.4218 1.7457 0.237
H -4.1820 4.1361 -0.3056 0.237
```

The total charge is +1. As for the HOMO energy (alpha / beta): -10.7 / -10.7 eV. The HOMO-LUMO gap (alpha / beta) is 5.07 / 5.16 eV. The LUMO energy (alpha / beta) comes out at -0.20518 / -0.20333 hartree. The molecular weight comes out at 723.0 g/mol.

=====

Molecular formula: C34H45FNO3
Method: DFT, the ωB97M-V functional and the def2-TZVPD basis

XYZ file:
```
84
Properties=species:S:1:pos:R:3:mulliken_charge:R:1
C -1.1327 -3.9060 0.0680 -0.525
C 0.0756 -3.8868 -1.0877 -0.347
O 1.3479 -3.8896 -0.2916 -0.406
C 1.8497 -2.5078 -0.2343 -0.099
C 2.7560 -2.1906 1.1342 -0.436
O 2.3021 -0.9663 1.8336 -0.343
C 3.1979 0.1741 1.5736 -0.899
C 2.7704 0.9166 0.1764 0.990
C 3.9835 1.8594 -0.4769 -0.674
C 3.4624 2.1877 -2.0318 -0.292
O 4.5445 2.8917 -2.7961 -0.551
N 2.1700 2.9737 -2.0135 0.135
C 1.0456 2.3440 -1.2210 -0.089
F -0.1384 3.2739 -1.1184 -0.324
C 1.4787 1.9651 0.3497 -0.368
H -0.9878 -4.9296 0.6407 0.229
H -2.2070 -3.7762 -0.4010 0.324
H -0.9016 -2.9758 0.7792 0.013
H -0.0012 -4.8001 -1.8199 0.310
H -0.0301 -2.8959 -1.7346 0.221
H 2.4921 -2.3254 -1.2213 0.211
H 0.9935 -1.6912 -0.2259 0.175
H 2.6820 -3.0757 1.8994 0.350
H 3.8889 -2.1287 0.7815 0.208
H 3.0782 0.9481 2.4635 0.256
H 4.3467 -0.1501 1.5854 0.329
H 2.4506 0.1777 -0.6932 -0.245
H 3.9953 2.9266 0.0578 0.119
H 5.0339 1.3385 -0.4503 0.404
H 3.3523 1.1204 -2.5454 0.368
H 5.0769 2.1412 -3.2343 0.430
H 2.3621 3.9435 -1.6795 0.415
H 1.8365 3.0295 -3.0195 0.408
H 0.6876 1.3200 -1.6883 0.325
H 0.5743 1.3866 0.8367 0.335
H 1.7739 2.9283 0.9750 0.017
C 2.5055 5.8222 1.7390 -0.339
C 1.5858 6.0358 0.7126 0.020
C 1.2696 7.3354 0.3179 -0.603
C 1.8811 8.4222 0.9435 -0.385
C 2.8035 8.2084 1.9674 -0.419
C 3.1128 6.9090 2.3684 -0.520
H 2.7491 4.8093 2.0487 0.352
H 1.1146 5.1887 0.2205 0.428
H 0.5480 7.5017 -0.4773 0.374
H 1.6384 9.4350 0.6327 0.370
H 3.2812 9.0555 2.4537 0.368
H 3.8274 6.7430 3.1698 0.368
C -2.8186 -2.2657 3.5152 -0.346
C -4.0033 -1.7012 3.9869 -0.419
C -4.9846 -2.5120 4.5566 -0.443
C -4.7766 -3.8874 4.6637 -0.298
C -3.5902 -4.4513 4.1953 -0.452
C -2.6129 -3.6417 3.6171 -0.321
H -2.0555 -1.6339 3.0681 0.371
H -4.1624 -0.6285 3.9097 0.349
H -5.9104 -2.0727 4.9180 0.441
H -5.5391 -4.5188 5.1121 0.357
H -3.4276 -5.5230 4.2802 0.367
H -1.6911 -4.0821 3.2473 0.400
C -8.7758 -4.3552 4.0448 -0.339
C -9.6875 -5.3747 3.7724 -0.364
C -9.8120 -5.8719 2.4755 -0.403
C -9.0168 -5.3559 1.4518 -0.307
C -8.1024 -4.3390 1.7250 -0.585
C -7.9846 -3.8353 3.0201 -0.162
H -8.6815 -3.9655 5.0550 0.375
H -10.3022 -5.7815 4.5715 0.356
H -10.5272 -6.6617 2.2623 0.352
H -9.1101 -5.7467 0.4420 0.357
H -7.4816 -3.9381 0.9274 0.355
H -7.2760 -3.0393 3.2314 0.354
C 3.7625 1.6909 -5.9294 -0.040
C 4.5010 2.6715 -6.5911 -0.435
C 5.3922 2.3113 -7.6015 -0.384
C 5.5376 0.9700 -7.9571 -0.415
C 4.7963 -0.0101 -7.2979 -0.396
C 3.9119 0.3492 -6.2812 -0.455
H 3.0705 1.9717 -5.1397 0.326
H 4.3825 3.7172 -6.3186 0.349
H 5.9725 3.0748 -8.1123 0.371
H 6.2285 0.6896 -8.7478 0.370
H 4.9085 -1.0551 -7.5763 0.365
H 3.3386 -0.4151 -5.7641 0.361
```

The total charge is +1. As for the HOMO energy: -10.4 eV. The HOMO-LUMO gap is 7.27 eV. The LUMO energy comes out at -0.11309 hartree. The molecular weight comes out at 534.7 g/mol.

=====

Molecular formula: C27H50AlN2OP2Si
Method: DFT, the ωB97M-V functional and the def2-TZVPD basis

XYZ file:
```
84
Properties=species:S:1:pos:R:3:mulliken_charge:R:1
Al 0.1455 -0.0874 0.7964 0.752
C 3.2095 1.6663 2.2525 -1.475
P 2.5980 1.1409 0.6092 1.830
C 3.2132 2.5900 -0.3523 -1.418
C 3.7941 -0.2358 0.2121 -1.379
C 3.2790 -1.3717 -0.7039 -1.316
P 1.7356 -2.1524 -0.0651 1.260
C 2.3793 -3.0927 1.3645 -1.398
C 1.4627 -3.5829 -1.1859 -1.303
H 4.2700 1.9124 2.1788 0.454
H 3.0656 0.8871 2.9927 0.320
H 2.6623 2.5535 2.5782 0.413
H 4.2497 2.4340 -0.6550 0.468
H 3.1678 3.4676 0.2931 0.509
H 2.6185 2.7872 -1.2367 0.254
H 4.0843 -0.6544 1.1771 0.305
H 4.6882 0.2111 -0.2171 0.700
H 4.0375 -2.1526 -0.7909 0.753
H 3.0834 -1.0009 -1.7102 0.507
H 3.0978 -3.8347 1.0132 0.510
H 1.5574 -3.6025 1.8713 0.398
H 2.8583 -2.4364 2.0831 0.242
H 2.3948 -4.1421 -1.2870 0.506
H 1.1111 -3.2991 -2.1744 0.475
H 0.7120 -4.2315 -0.7281 0.407
O 1.1047 -0.5369 2.2328 -0.171
C 1.0355 -0.8940 3.5068 0.249
C 2.1859 -1.2298 4.2243 0.201
C 2.1026 -1.6389 5.5413 -1.022
C 0.8691 -1.7239 6.1829 -0.992
C -0.2694 -1.3706 5.4904 -0.656
C -0.1996 -0.9433 4.1615 0.185
C -1.3722 -0.4813 3.4403 0.676
N -1.4396 -0.0679 2.1659 0.865
C -2.7473 0.3425 1.9553 -0.191
C -3.4675 0.1808 3.0833 -1.604
N -2.5852 -0.3408 4.0059 -0.111
H 3.1553 -1.1761 3.7454 0.383
H 3.0092 -1.8975 6.0760 0.457
H 0.8026 -2.0563 7.2114 0.417
H -1.2275 -1.4342 5.9981 0.360
H -3.0614 0.7327 1.0117 0.468
H -4.5029 0.3841 3.3031 0.460
H -2.8037 -0.5579 4.9608 0.160
C -2.7018 2.7855 -2.4131 -1.593
C -1.6286 2.4811 -1.3535 2.842
C -0.4012 3.3680 -1.6243 -2.063
C -2.1829 2.9270 0.0136 -1.764
Si -1.1129 0.5949 -1.4003 -3.946
C -2.6512 -0.6075 -1.6343 3.173
C -3.1032 -0.6810 -3.1051 -2.177
C -3.9188 -0.2171 -0.8373 -2.293
C -2.2408 -2.0173 -1.1570 -1.498
C -0.0034 0.3480 -3.0090 3.463
C 1.4054 0.9179 -2.8133 -1.926
C 0.2155 -1.1420 -3.2955 -1.687
C -0.5876 1.0179 -4.2654 -2.163
H -3.0050 3.8380 -2.3354 0.521
H -3.6001 2.1780 -2.2770 0.325
H -2.3379 2.6225 -3.4291 0.279
H -0.6734 4.4161 -1.4639 0.696
H -0.0405 3.2868 -2.6498 0.370
H 0.4245 3.1391 -0.9403 0.167
H -2.2174 4.0220 0.0513 0.610
H -1.5606 2.5993 0.8508 0.181
H -3.2086 2.5830 0.1755 0.372
H -3.5168 0.2755 -3.4403 0.363
H -3.9021 -1.4271 -3.1864 0.640
H -2.3217 -0.9726 -3.8007 0.408
H -4.1074 0.8623 -0.8105 0.340
H -3.8888 -0.5965 0.1836 0.461
H -4.7934 -0.6772 -1.3095 0.622
H -1.4591 -2.4672 -1.7743 0.266
H -3.1092 -2.6881 -1.1843 0.509
H -1.8799 -2.0014 -0.1230 0.180
H 1.8393 0.5628 -1.8837 -0.268
H 1.4157 2.0046 -2.8051 0.364
H 2.0593 0.5959 -3.6349 0.615
H 0.6742 -1.6190 -2.4336 -0.805
H 0.9035 -1.2505 -4.1431 0.606
H -0.6907 -1.6913 -3.5442 0.574
H -0.4978 2.1058 -4.2254 0.454
H -1.6358 0.7780 -4.4394 0.354
H -0.0229 0.6821 -5.1455 0.518
```

The total charge is +1. As for the HOMO energy: -10.7 eV. The HOMO-LUMO gap is 8.46 eV. The LUMO energy comes out at -0.08109 hartree. The molecular weight comes out at 535.7 g/mol.

=====

Molecular formula: C3H10N4
Method: DFT, the ωB97M-V functional and the def2-TZVPD basis

XYZ file:
```
17
Properties=species:S:1:pos:R:3:nbo_charge:R:1
C -0.5993 2.1755 -0.2078 -0.394
C -0.8820 0.9780 -0.7002 -0.199
C -1.1799 -0.2352 0.1333 -0.296
N -0.1398 -1.2792 0.0799 -0.112
N -0.0695 -1.8487 -1.1739 -0.606
N 1.1504 -0.8720 0.4262 -0.322
N 1.2434 -0.3422 1.7149 -0.647
H -0.7346 2.4004 0.8408 0.186
H -0.4204 3.0250 -0.8510 0.201
H -0.8552 0.8133 -1.7687 0.203
H -2.0870 -0.7262 -0.2210 0.226
H -1.3120 0.0374 1.1822 0.205
H 0.4393 -2.7233 -1.0607 0.361
H 0.7832 -1.1578 -1.6511 0.246
H 1.4586 -0.3433 -0.6075 0.240
H 2.1588 -0.5556 2.0897 0.366
H 1.0460 0.6540 1.7750 0.341
```

As for the HOMO energy: -8.4 eV. The HOMO-LUMO gap is 9.45 eV. The LUMO energy comes out at 0.03950 hartree. The value obtained for the energy above the lowest of the compared OMol25 structures with the same formula, charge and spin is 105.4 kcal per mole. The molecular weight comes out at 102.1 g/mol.

=====

Q: The highest molecular weight belongs to which entry?
A: C18H18N8O2PPdS4Se